[1]
Computed, not measured: a molecular structure, C2H2N2O2, with ωB97M-V/def2-TZVPD.

```
8
Properties=species:S:1:pos:R:3:forces:R:3
O 1.971 0.068 0.237 0.062 -0.156 -0.020
C 0.664 -0.041 0.018 -0.129 -0.159 0.165
N 0.003 -1.155 0.188 0.280 0.287 0.105
O -1.313 -0.756 -0.019 -0.244 0.120 -0.133
C -1.269 0.538 -0.312 0.007 0.054 -0.014
N -0.083 1.049 -0.332 -0.183 -0.157 0.167
H 2.251 -0.743 0.685 0.105 0.081 -0.156
H -2.214 1.041 -0.465 0.103 -0.070 -0.114
```
Forces are in eV/Å.

Values from the calculation:
Frontier orbital gap (eV): 11.203
ΔE to the lowest compared entry with this formula, charge and spin (kJ/mol): 150.00

***

[2]
Computed, not measured: a molecular structure, C27H45FeNO2P2, with ωB97M-V/def2-TZVPD.

```
78
Properties=species:S:1:pos:R:3:forces:R:3
Fe -0.370 -0.453 -0.572 0.085 2.246 -2.046
C -1.703 -0.888 0.944 0.457 -0.712 1.430
C -1.326 -2.075 0.225 0.817 -0.615 1.349
C 0.617 -1.112 1.101 -0.971 -1.325 0.530
C -0.507 -0.279 1.468 -0.557 -1.485 1.229
C 0.112 -2.215 0.316 -0.658 -1.059 2.653
C -3.098 -0.504 1.316 -0.138 0.180 -0.220
H -3.790 -0.680 0.483 0.045 0.118 0.228
H -3.146 0.553 1.605 -0.131 -0.255 -0.089
H -3.445 -1.101 2.174 0.118 0.144 -0.242
C -0.519 0.861 2.423 0.090 0.372 0.088
H -1.316 1.574 2.164 0.340 -0.065 0.122
H 0.446 1.384 2.425 -0.386 -0.032 -0.014
H -0.712 0.508 3.449 0.066 0.083 -0.318
C 2.016 -1.000 1.582 0.404 0.285 -0.086
H 2.210 -1.730 2.382 -0.097 0.200 -0.207
H 2.215 0.003 1.984 0.028 -0.441 -0.211
H 2.716 -1.209 0.765 0.044 0.104 0.208
C 0.891 -3.416 -0.097 0.176 0.063 -0.287
H 0.924 -4.155 0.718 -0.017 0.180 -0.198
H 1.925 -3.143 -0.341 -0.188 -0.196 -0.016
H 0.431 -3.899 -0.968 0.210 0.027 0.143
C -2.276 -3.097 -0.298 -0.179 0.034 -0.438
H -2.498 -3.856 0.469 0.117 0.242 -0.187
H -1.857 -3.612 -1.171 -0.191 0.030 0.146
H -3.225 -2.626 -0.587 0.205 -0.237 -0.001
C -0.351 1.613 -0.943 -2.419 1.591 -0.466
C -1.640 1.079 -1.149 0.581 3.034 -0.281
C -2.163 0.609 -2.480 -0.033 -0.727 -0.187
C -1.156 -0.280 -3.269 0.104 0.470 -0.169
C -0.173 -1.082 -2.460 2.670 -0.237 -1.548
C 1.098 -0.582 -2.023 -0.691 -1.612 -2.589
C 1.642 0.800 -2.271 0.043 0.501 0.560
C 0.615 1.938 -2.045 0.461 -0.141 -0.381
H -2.454 1.462 -3.112 0.182 0.003 0.130
H -0.550 0.375 -3.937 -0.646 -0.635 0.701
H -3.091 0.039 -2.319 0.244 0.168 0.079
H 0.085 2.203 -2.975 0.060 -0.307 0.293
H -0.142 2.170 -0.022 -0.271 -0.541 -0.074
H -2.422 1.374 -0.443 0.403 -0.533 0.159
H 1.182 2.832 -1.736 -0.398 -0.412 -0.193
H 2.466 0.952 -1.554 -0.164 -0.019 -0.245
H 1.880 -1.329 -1.841 -0.482 0.128 0.204
H 2.086 0.890 -3.277 -0.205 -0.300 0.212
H -1.720 -0.954 -3.931 0.172 0.148 0.257
H -0.246 -2.167 -2.604 0.057 0.337 0.545
P -0.373 1.482 -5.783 0.530 0.999 -1.149
C -0.537 3.276 -6.121 -0.287 0.106 0.044
C -1.536 0.866 -7.066 -0.286 -0.004 0.162
P 1.864 -0.471 -6.274 0.528 0.556 -1.451
C 1.226 1.230 -6.672 -0.426 -0.191 0.274
C 1.224 -1.330 -7.791 -0.223 -0.389 0.337
C 3.500 -0.164 -7.093 0.280 -0.261 0.456
H 0.340 3.801 -5.723 -0.258 -0.037 -0.049
H -1.441 3.642 -5.619 0.192 0.161 -0.196
H -0.614 3.443 -7.204 0.040 0.155 0.258
H -1.385 1.424 -7.998 -0.068 -0.198 0.098
H -2.553 1.048 -6.696 0.101 -0.074 -0.217
H -1.426 -0.207 -7.251 -0.039 0.217 0.072
H 3.354 0.106 -8.147 0.069 -0.020 0.281
H 4.096 -1.082 -7.029 0.087 0.223 -0.108
H 4.027 0.645 -6.579 0.060 -0.174 -0.070
H 1.950 1.983 -6.318 -0.235 -0.280 -0.046
H 1.068 1.356 -7.759 0.248 0.024 0.357
H 1.766 -2.281 -7.870 -0.179 0.113 -0.073
H 1.434 -0.729 -8.684 -0.119 -0.117 0.184
H 0.155 -1.548 -7.731 0.164 -0.060 -0.062
O 2.331 4.199 -0.895 0.196 -0.990 2.170
C 2.637 3.839 0.247 0.617 2.042 -2.111
C 3.739 4.547 1.030 -0.142 -0.007 -0.256
C 3.795 3.783 2.327 1.028 0.590 0.651
C 2.725 2.701 2.155 -1.456 0.124 -2.426
O 2.524 1.847 3.030 0.321 0.525 0.034
N 2.075 2.806 0.953 0.468 -1.107 2.056
H 4.682 4.468 0.477 -0.255 0.117 0.039
H 3.489 5.608 1.156 0.059 -0.301 -0.082
H 4.779 3.324 2.466 -0.323 -0.157 0.267
H 3.568 4.409 3.197 -0.049 -0.389 -0.019
```
Forces are in eV/Å.

Values from the calculation:
Frontier orbital gap (spin up / spin down) (eV): 7.147 / 3.665
Net charge: +1
Spin multiplicity: 6

***

[3]
Computed, not measured: 2 unconnected molecules or ions with the total composition CH4FNO, with ωB97M-V/def2-TZVPD.

```
8
Properties=species:S:1:pos:R:3:forces:R:3
C -0.825 -0.268 -0.004 3.130 -1.181 1.211
N -0.275 0.909 -0.398 1.515 0.660 1.359
O 1.794 0.671 -0.013 -1.981 1.057 -1.099
F 1.749 -0.482 0.709 -0.012 -0.889 0.716
H -1.499 -0.138 0.777 -2.075 0.455 0.978
H -0.948 -1.155 -0.624 0.017 0.236 -0.250
H -0.002 -0.576 0.898 -0.844 0.159 -1.959
H 0.006 1.039 -1.345 0.250 -0.498 -0.956
```
Forces are in eV/Å.

Values from the calculation:
Frontier orbital gap (spin up / spin down) (eV): 8.874 / 8.892
ΔE to the lowest compared entry with this formula, charge and spin (kJ/mol): 721.82

***

[4]
Computed, not measured: 9 unconnected molecules or ions with the total composition C9H33N2O11, with ωB97M-V/def2-TZVPD.

```
55
Properties=species:S:1:pos:R:3:forces:R:3
N -0.924 0.310 -2.233 -1.099 -0.050 -2.057
O -1.625 -0.637 -1.808 0.572 0.654 0.268
O 0.304 0.186 -2.447 -0.490 -0.145 0.972
O -1.525 1.347 -2.643 0.622 -0.340 0.712
C -1.492 0.893 1.388 -0.848 -0.243 -0.250
C -0.296 0.518 2.270 -1.006 1.477 0.558
C -0.649 -0.781 2.993 1.488 -0.305 -0.016
C 0.575 -1.321 3.743 0.053 0.256 -0.176
C 1.776 -1.481 2.790 -1.002 -0.327 0.673
C 2.122 -0.316 1.848 -0.597 0.083 0.698
N 0.871 0.314 1.421 -0.241 -1.618 -0.946
O 1.176 1.385 0.557 -0.220 0.506 0.410
C 3.000 0.672 2.609 1.373 -0.114 -0.406
C 2.866 -0.945 0.670 -0.506 0.528 -0.343
C -0.162 1.672 3.284 0.434 -0.005 0.730
H -2.384 1.178 1.953 0.343 0.056 0.524
H -1.890 0.034 0.836 0.591 0.149 -0.501
H -1.304 1.768 0.762 0.108 -0.255 -0.236
H -1.396 -0.653 3.775 -0.598 0.210 -0.586
H -0.920 -1.466 2.187 -0.440 -0.307 0.420
H 0.350 -2.302 4.168 -0.033 -0.053 -0.090
H 0.748 -0.690 4.620 0.342 0.146 -0.150
H 1.458 -2.354 2.212 0.487 -0.004 -0.340
H 2.651 -1.741 3.389 0.159 -0.099 -0.264
H 3.294 1.552 2.030 -0.905 0.279 0.016
H 2.568 0.904 3.579 0.139 0.270 -0.007
H 4.010 0.251 2.720 -0.277 -0.436 0.536
H 3.565 -1.670 1.083 0.303 0.100 -0.291
H 2.171 -1.452 -0.002 -0.091 -0.203 0.245
H 3.328 -0.192 0.031 0.374 -0.037 0.247
H 0.475 2.477 2.916 0.066 -0.105 -0.034
H 0.230 1.282 4.228 0.368 0.248 -0.079
H -1.115 2.119 3.569 -0.176 -0.101 -0.293
H 0.529 1.315 -0.157 0.307 -0.177 -0.141
O 0.994 2.459 -4.022 0.294 0.017 -0.175
H 0.258 2.785 -3.494 -0.062 -0.215 0.065
H 1.042 1.522 -3.770 -0.239 0.324 0.046
O -1.875 -0.437 -5.447 -0.051 0.184 0.077
H -2.745 -0.420 -5.857 0.022 -0.030 0.072
H -1.917 0.246 -4.761 0.069 -0.114 -0.036
O -0.845 -3.850 -3.115 -0.103 0.050 0.000
H -0.652 -3.008 -3.547 -0.084 -0.043 0.067
H -1.141 -3.601 -2.228 0.284 -0.006 -0.036
O -2.771 4.384 -3.049 0.037 -0.033 -0.178
H -2.265 4.906 -3.680 -0.012 -0.064 0.040
H -2.574 3.466 -3.279 0.030 0.013 0.198
O -1.082 -2.721 -0.174 -0.606 -0.054 -0.069
H -1.619 -2.110 -0.724 0.768 -0.186 0.413
H -0.344 -2.173 0.117 0.004 0.104 -0.196
O 2.805 -1.115 -3.180 0.032 -0.082 0.090
H 3.080 -0.205 -3.030 -0.099 -0.025 0.009
H 1.916 -1.160 -2.797 0.067 0.141 -0.092
O -4.559 -0.185 -0.783 0.044 0.088 0.156
H -3.670 0.152 -0.968 -0.049 -0.155 -0.196
H -4.419 -1.110 -0.555 0.057 0.048 -0.061
```
Forces are in eV/Å.

Values from the calculation:
Frontier orbital gap (eV): 8.560
ΔE to the lowest compared entry with this formula, charge and spin (kJ/mol): 0.00
Net charge: -1

***

[5]
Computed, not measured: a single C26H44N2O4 molecule, with ωB97M-V/def2-TZVPD.

```
76
Properties=species:S:1:pos:R:3:forces:R:3
C -1.891 -2.181 -1.563 -0.014 0.001 0.014
N -3.107 -1.406 -1.695 0.034 -0.042 -0.053
C -3.106 -0.241 -0.826 0.179 0.257 -0.174
H -4.134 0.078 -0.656 -0.026 0.014 0.037
C -2.369 0.914 -1.528 0.113 -0.029 0.468
O -2.801 1.021 -2.861 -0.141 0.261 -0.121
H -3.036 0.116 -3.128 0.046 -0.048 0.092
C -2.640 2.250 -0.822 -0.079 -0.200 -0.617
O -2.099 2.291 0.475 0.155 -0.055 0.277
C -0.753 2.473 0.640 0.151 -0.016 0.240
C -0.285 2.328 1.945 -0.212 -0.012 -0.279
C 1.049 2.498 2.252 0.286 0.087 -0.007
C 1.959 2.821 1.250 -0.176 0.038 -0.273
C 1.489 2.981 -0.051 0.279 -0.010 0.339
C 0.154 2.807 -0.360 -0.310 -0.046 -0.033
H -0.161 2.932 -1.383 -0.061 -0.004 -0.108
H 2.196 3.243 -0.824 0.097 0.016 -0.102
O 3.304 3.017 1.430 -0.190 0.098 -0.250
C 3.924 2.482 2.576 0.191 -0.450 0.478
C 3.928 0.948 2.573 -0.145 0.245 -0.594
O 4.602 0.515 3.731 0.195 0.099 0.153
H 4.745 -0.434 3.618 -0.095 -0.026 -0.037
H 2.889 0.583 2.600 0.135 0.034 -0.087
C 4.602 0.409 1.297 -0.353 0.160 0.401
N 4.711 -1.041 1.367 0.163 0.050 0.171
C 6.084 -1.494 1.468 0.023 -0.056 -0.087
H 6.587 -0.942 2.261 0.080 -0.004 -0.008
H 6.661 -1.363 0.541 0.046 0.013 0.005
H 6.096 -2.553 1.729 0.056 -0.025 0.004
C 3.909 -1.843 0.448 -0.196 -0.329 0.031
C 2.410 -1.803 0.794 0.067 0.107 -0.028
C 1.604 -0.709 0.098 -0.062 -0.241 -0.110
C 1.808 -0.775 -1.410 0.088 0.287 0.122
C 3.280 -0.572 -1.746 -0.090 -0.177 -0.110
C 4.151 -1.627 -1.065 0.086 0.148 0.177
H 5.204 -1.385 -1.224 0.069 -0.117 -0.040
H 3.962 -2.583 -1.559 0.046 -0.038 -0.040
H 3.580 0.436 -1.455 0.008 0.052 -0.050
H 3.426 -0.649 -2.827 0.040 0.085 0.015
H 1.209 -0.004 -1.901 -0.082 -0.042 -0.065
H 1.483 -1.750 -1.782 -0.076 -0.056 -0.067
H 1.891 0.278 0.459 -0.055 0.096 0.032
H 0.547 -0.843 0.340 -0.031 0.074 0.054
H 2.309 -1.713 1.877 0.017 -0.119 0.044
H 1.983 -2.766 0.502 -0.053 -0.057 0.013
H 4.237 -2.869 0.664 -0.057 0.134 -0.048
H 4.018 0.736 0.440 0.060 0.021 -0.034
H 5.595 0.863 1.215 -0.008 0.024 -0.036
H 3.469 2.849 3.503 0.031 0.037 -0.062
H 4.955 2.843 2.537 -0.081 -0.037 0.067
H 1.368 2.378 3.275 0.059 -0.031 0.104
H -0.995 2.080 2.718 -0.087 -0.039 0.098
H -2.273 3.070 -1.449 -0.032 -0.009 0.070
H -3.718 2.380 -0.693 0.089 0.004 -0.074
H -1.283 0.721 -1.504 -0.107 0.011 0.057
H -2.638 -0.435 0.149 -0.077 -0.016 0.003
C -4.322 -2.218 -1.672 -0.260 0.243 0.082
C -5.477 -1.492 -2.368 0.084 -0.392 -0.122
C -6.685 -2.418 -2.485 -0.126 0.253 0.188
C -7.126 -2.900 -1.106 0.063 -0.278 -0.177
C -5.977 -3.611 -0.398 -0.123 0.227 0.188
C -4.767 -2.689 -0.280 0.179 -0.247 -0.264
H -3.947 -3.217 0.212 0.039 0.051 0.074
H -5.029 -1.826 0.336 0.023 0.079 0.054
H -6.294 -3.933 0.596 0.023 -0.094 -0.022
H -5.699 -4.503 -0.965 0.003 -0.087 0.008
H -7.978 -3.575 -1.203 -0.063 0.048 0.051
H -7.445 -2.043 -0.508 -0.067 0.042 0.047
H -7.506 -1.891 -2.976 -0.001 -0.057 -0.077
H -6.425 -3.280 -3.104 -0.022 -0.041 -0.076
H -5.155 -1.167 -3.359 0.045 0.068 0.008
H -5.765 -0.605 -1.802 0.014 0.106 0.029
H -4.091 -3.109 -2.270 -0.028 0.023 0.021
H -1.763 -2.619 -0.562 0.023 -0.008 0.024
H -1.893 -2.985 -2.298 0.064 -0.033 -0.019
H -1.036 -1.538 -1.763 0.138 -0.025 0.008
```
Forces are in eV/Å.

Values from the calculation:
Frontier orbital gap (eV): 8.614
ΔE to the lowest compared entry with this formula, charge and spin (kJ/mol): 16.07

***

DFT total energy (Eh)
-337.36729, -3207.04596, -270.07778, -1299.80934, -1427.56084
Max |F| (eV Å⁻¹)
0.4, 3.1, 3.6, 2.3, 0.7